No. 1
{
  "formula": "C26H42N10O3",
  "method": "ωB97M-V/def2-TZVPD",
  "smiles": "[H]/N=C(/C)C[C@@H](OC=O)OCCC.CC#N.CC#N.CC#N.CC#N.CC#N.CC#N.CC#N.CC#N.CC#N",
  "homo_lumo_gap_ev": 9.355,
  "charge": 0,
  "molar_mass_g_mol": 542.69,
  "fmax_ev_per_a": 2.4,
  "de_lowest_kj_mol": 23.3,
  "e_homo_ha": -0.338,
  "species": ["H", "N", "C", "C", "C", "C", "O", "C", "O", "O", "C", "C", "C", "H", "H", "H", "H", "H", "H", "H", "H", "H", "H", "H", "H", "H", "H", "C", "C", "N", "H", "H", "H", "C", "C", "N", "H", "H", "H", "C", "C", "N", "H", "H", "H", "C", "C", "N", "H", "H", "H", "C", "C", "N", "H", "H", "H", "C", "C", "N", "H", "H", "H", "C", "C", "N", "H", "H", "H", "C", "C", "N", "H", "H", "H", "C", "C", "N", "H", "H", "H"],
  "coordinates": [[-0.298, 1.964, 0.446], [-0.839, 2.138, -0.402], [-1.517, 1.107, -0.693], [-2.443, 1.063, -1.896], [-1.533, -0.180, 0.121], [-0.754, -1.287, -0.574], [-1.577, -2.314, -1.147], [-2.297, -3.053, -0.274], [-3.515, -3.006, -0.203], [-0.004, -0.759, -1.600], [1.370, -1.159, -1.587], [2.208, -0.059, -0.921], [2.071, 0.028, 0.602], [-2.580, 2.033, -2.345], [-3.384, 0.678, -1.517], [-2.046, 0.351, -2.603], [-2.577, -0.425, 0.264], [-1.126, 0.026, 1.096], [-0.070, -1.722, 0.151], [-1.746, -3.787, 0.326], [1.526, -2.155, -1.183], [1.682, -1.201, -2.626], [3.248, -0.276, -1.120], [1.899, 0.878, -1.365], [1.068, -0.129, 0.967], [2.341, 1.036, 0.888], [2.744, -0.651, 1.111], [-2.502, -4.009, 3.921], [-2.232, -2.786, 3.185], [-2.018, -1.833, 2.581], [-3.090, -3.802, 4.814], [-3.061, -4.712, 3.307], [-1.581, -4.496, 4.228], [5.182, -3.084, -2.090], [4.684, -2.988, -0.727], [4.281, -2.905, 0.343], [4.433, -2.736, -2.800], [6.074, -2.474, -2.217], [5.434, -4.113, -2.337], [5.596, 2.379, 2.248], [5.293, 1.725, 0.987], [5.054, 1.199, -0.004], [4.737, 2.949, 2.598], [5.850, 1.644, 3.009], [6.437, 3.060, 2.136], [-4.384, 2.812, 0.740], [-5.195, 4.014, 0.831], [-5.837, 4.961, 0.902], [-4.721, 2.163, -0.066], [-3.336, 3.050, 0.560], [-4.441, 2.241, 1.666], [0.591, -0.375, 4.727], [0.802, 0.829, 3.942], [0.969, 1.778, 3.321], [0.006, -0.155, 5.618], [0.056, -1.116, 4.141], [1.542, -0.803, 5.038], [5.114, 2.229, -3.712], [4.908, 1.066, -4.542], [4.744, 0.161, -5.220], [4.302, 2.942, -3.844], [5.148, 1.941, -2.669], [6.050, 2.723, -3.968], [-6.560, 8.269, 0.941], [-6.747, 9.633, 0.471], [-6.894, 10.708, 0.100], [-6.874, 7.546, 0.193], [-5.515, 8.073, 1.169], [-7.139, 8.086, 1.844], [-2.320, -8.322, 2.057], [-1.787, -7.546, 3.165], [-1.366, -6.936, 4.041], [-2.894, -7.688, 1.383], [-1.515, -8.782, 1.489], [-2.975, -9.111, 2.422], [1.325, 0.369, -5.894], [0.278, 0.997, -5.100], [-0.576, 1.490, -4.512], [1.544, 0.950, -6.787], [2.246, 0.272, -5.332], [1.021, -0.628, -6.210]],
  "mulliken_charge": [0.277, -0.843, 0.805, -1.591, -0.728, -0.042, -0.295, 0.002, -0.521, -0.441, -0.782, -0.082, -0.770, 0.395, 0.374, 0.300, 0.751, 0.199, 0.546, 0.479, 0.313, 0.298, 0.474, 0.325, -0.231, 0.294, 0.365, -1.070, 0.559, -0.383, 0.340, 0.222, 0.351, -0.826, 0.421, -0.423, 0.243, 0.272, 0.338, -0.928, 0.378, -0.346, 0.291, 0.278, 0.319, -0.562, 0.229, -0.363, 0.189, 0.203, 0.327, -0.624, 0.444, -0.457, 0.335, 0.015, 0.299, -0.542, 0.452, -0.509, 0.276, 0.032, 0.339, -0.726, 0.283, -0.359, 0.267, 0.262, 0.274, -0.790, 0.402, -0.418, 0.262, 0.274, 0.285, -0.673, 0.451, -0.385, 0.328, -0.009, 0.281]
}

No. 2
{
  "formula": "C26H43Cl3CuN3O3Si",
  "method": "ωB97M-V/def2-TZVPD",
  "homo_lumo_gap_ev": [7.412, 5.379],
  "charge": -1,
  "molar_mass_g_mol": 643.64,
  "fmax_ev_per_a": 4.3,
  "s2": 0.75,
  "multiplicity": 2,
  "de_lowest_kj_mol": 218.5,
  "e_homo_ha": [-0.179, -0.179],
  "species": ["C", "C", "H", "H", "H", "C", "C", "H", "H", "H", "H", "Cu", "Cl", "Cl", "C", "O", "N", "C", "C", "H", "H", "H", "H", "H", "H", "H", "H", "H", "C", "C", "N", "H", "C", "O", "H", "H", "H", "H", "O", "C", "C", "C", "H", "C", "H", "C", "H", "C", "C", "H", "H", "H", "Si", "Cl", "C", "C", "C", "H", "H", "H", "H", "H", "H", "H", "H", "H", "N", "C", "C", "C", "C", "C", "C", "H", "H", "H", "H", "H", "H", "H"],
  "coordinates": [[2.616, -2.746, -2.684], [2.149, -1.858, -3.791], [2.032, -3.674, -2.642], [2.554, -2.236, -1.717], [3.667, -3.035, -2.847], [1.982, -2.325, -5.045], [2.059, -3.760, -5.422], [1.864, -1.634, -5.883], [1.418, -4.386, -4.786], [3.084, -4.155, -5.365], [1.721, -3.878, -6.457], [2.910, 1.209, -1.367], [2.362, 2.389, 0.349], [4.775, 1.070, -2.436], [-0.083, 3.208, 2.245], [-0.666, 2.226, 2.723], [-0.679, 4.089, 1.419], [-2.084, 3.917, 1.098], [0.092, 5.041, 0.633], [0.980, 3.428, 2.436], [-2.618, 3.544, 1.978], [-2.222, 3.205, 0.269], [-2.483, 4.889, 0.794], [1.023, 5.264, 1.165], [-0.503, 5.951, 0.500], [0.348, 4.627, -0.354], [-0.369, -4.429, 2.404], [-2.273, -2.704, 0.871], [-1.346, -4.684, 2.843], [-2.934, -3.241, 1.571], [-2.260, -3.553, 2.822], [-1.191, -4.986, 3.885], [-2.264, -2.662, 3.833], [-2.832, -1.556, 3.779], [-3.814, -2.629, 1.783], [-1.706, -3.018, 4.724], [-1.782, -5.509, 2.271], [-3.228, -4.189, 1.111], [1.700, -0.015, -2.192], [2.146, -0.363, -3.508], [0.335, 0.159, -5.219], [1.487, 0.543, -4.531], [-0.051, -0.857, -5.097], [-0.284, 1.071, -6.089], [3.227, -0.096, -3.516], [2.036, 1.811, -4.717], [-1.180, 0.760, -6.630], [0.239, 2.354, -6.238], [1.403, 2.727, -5.556], [2.965, 2.044, -4.192], [-0.262, 3.074, -6.891], [1.816, 3.730, -5.668], [-0.348, -0.236, -1.758], [-0.648, -2.285, -2.064], [-1.877, 0.090, -2.916], [-0.355, 1.738, -1.731], [-0.213, -0.304, 0.119], [-1.928, 1.089, -3.366], [-2.747, -0.014, -2.251], [-1.991, -0.633, -3.732], [0.135, -1.290, 0.457], [-1.187, -0.102, 0.590], [0.500, 0.454, 0.475], [-0.095, 2.137, -2.721], [0.384, 2.126, -1.015], [-1.343, 2.131, -1.447], [-0.668, 0.198, 4.529], [-0.431, 0.114, 5.847], [0.798, 0.573, 6.405], [1.019, 0.480, 7.774], [0.033, -0.052, 8.621], [-1.175, -0.525, 8.083], [-1.400, -0.473, 6.713], [-0.256, 0.927, 3.943], [-1.538, -0.211, 4.177], [1.548, 0.981, 5.724], [1.969, 0.827, 8.186], [0.205, -0.102, 9.698], [-1.950, -0.936, 8.733], [-2.319, -0.853, 6.261]],
  "mulliken_spin": [-0.001, 0.014, 0.000, 0.001, -0.001, 0.000, 0.000, 0.000, 0.000, 0.000, 0.000, 0.726, 0.076, 0.091, -0.001, 0.000, 0.001, 0.000, 0.001, 0.000, 0.000, 0.000, 0.000, 0.000, 0.000, 0.000, 0.000, 0.000, 0.000, 0.000, 0.000, 0.000, 0.000, 0.000, 0.000, 0.000, 0.000, 0.000, 0.093, -0.023, 0.002, 0.009, 0.000, 0.000, 0.012, -0.003, 0.000, 0.000, -0.001, 0.001, 0.000, 0.000, 0.000, 0.002, 0.003, -0.007, -0.003, 0.000, 0.000, 0.000, 0.000, 0.000, 0.004, 0.001, 0.006, -0.001, 0.000, 0.000, 0.000, 0.000, 0.000, 0.000, 0.000, 0.000, 0.000, 0.000, 0.000, 0.000, 0.000, 0.000]
}

No. 3
{
  "formula": "C26H43Cl3DyN3O3Si",
  "method": "ωB97M-V/def2-TZVPD",
  "homo_lumo_gap_ev": [8.048, 8.049],
  "charge": 0,
  "molar_mass_g_mol": 742.59,
  "fmax_ev_per_a": 2.9,
  "s2": 9.34,
  "multiplicity": 6,
  "de_lowest_kj_mol": 0.0,
  "e_homo_ha": [-0.290, -0.290],
  "species": ["C", "C", "H", "H", "H", "C", "C", "H", "H", "H", "H", "Dy", "Cl", "Cl", "C", "O", "N", "C", "C", "H", "H", "H", "H", "H", "H", "H", "H", "H", "C", "C", "N", "H", "C", "O", "H", "H", "H", "H", "O", "C", "C", "C", "H", "C", "H", "C", "H", "C", "C", "H", "H", "H", "Si", "Cl", "C", "C", "C", "H", "H", "H", "H", "H", "H", "H", "H", "H", "N", "C", "C", "C", "C", "C", "C", "H", "H", "H", "H", "H", "H", "H"],
  "coordinates": [[-4.335, -0.410, 0.992], [-4.201, 0.787, 0.080], [-4.065, -0.163, 2.043], [-3.707, -1.264, 0.673], [-5.396, -0.741, 0.955], [-5.110, 1.782, 0.140], [-6.025, 2.018, 1.279], [-5.270, 2.449, -0.698], [-5.490, 1.917, 2.238], [-6.898, 1.350, 1.291], [-6.427, 3.033, 1.205], [-0.806, -1.263, -0.580], [-0.746, -3.767, 0.018], [-1.595, -1.596, -3.055], [1.608, -1.112, -2.598], [1.302, -0.941, -1.362], [2.626, -0.490, -3.168], [3.442, 0.430, -2.370], [2.768, -0.480, -4.631], [1.000, -1.743, -3.265], [3.776, -0.079, -1.454], [2.879, 1.338, -2.084], [4.302, 0.706, -2.993], [2.664, -1.513, -4.993], [3.758, -0.082, -4.878], [1.992, 0.138, -5.116], [1.472, -2.953, 4.572], [-0.226, 0.514, 3.701], [1.954, -1.975, 4.383], [0.789, 0.247, 4.036], [1.092, -1.105, 3.574], [2.928, -2.163, 3.883], [0.558, -1.607, 2.459], [-0.100, -0.961, 1.586], [1.533, 0.954, 3.638], [0.739, -2.692, 2.325], [2.145, -1.496, 5.348], [0.876, 0.249, 5.125], [-1.868, 0.419, -0.470], [-3.120, 0.716, -0.981], [-3.289, 3.207, -1.528], [-3.165, 1.883, -1.962], [-3.305, 3.425, -0.443], [-3.345, 4.215, -2.510], [-3.326, -0.193, -1.571], [-3.050, 1.570, -3.315], [-3.423, 5.256, -2.172], [-3.254, 3.884, -3.866], [-3.090, 2.564, -4.270], [-2.806, 0.536, -3.564], [-3.213, 4.665, -4.617], [-2.956, 2.285, -5.307], [-0.712, 2.899, 0.368], [-2.141, 2.861, 1.913], [-0.881, 4.733, 0.127], [-0.121, 2.665, -1.505], [0.734, 1.954, 1.011], [-0.589, 5.084, -0.873], [-0.202, 5.162, 0.871], [-1.927, 5.034, 0.361], [0.462, 1.384, 1.934], [1.533, 2.698, 1.280], [1.169, 1.263, 0.283], [-0.633, 3.324, -2.228], [-0.173, 1.634, -1.913], [0.953, 2.964, -1.491], [2.936, -3.178, 0.664], [3.737, -4.062, 1.305], [3.536, -5.460, 1.151], [4.385, -6.374, 1.766], [5.416, -5.918, 2.588], [5.598, -4.542, 2.785], [4.798, -3.614, 2.130], [2.121, -3.468, 0.134], [3.070, -2.173, 0.674], [2.716, -5.806, 0.519], [4.254, -7.440, 1.589], [6.054, -6.631, 3.102], [6.369, -4.194, 3.465], [4.942, -2.539, 2.271]],
  "mulliken_spin": [-0.002, 0.002, 0.001, 0.004, 0.000, -0.002, 0.000, 0.000, 0.000, 0.000, 0.000, 5.097, 0.002, -0.001, 0.000, 0.010, 0.000, 0.000, 0.000, -0.002, 0.000, 0.000, 0.000, 0.000, 0.000, 0.000, 0.000, 0.000, 0.000, 0.000, -0.001, 0.000, -0.005, 0.028, 0.000, -0.001, 0.000, 0.000, -0.124, -0.028, -0.001, 0.003, 0.000, 0.000, 0.003, 0.000, 0.000, 0.000, 0.000, 0.000, 0.000, 0.000, 0.013, 0.000, 0.000, 0.000, -0.005, 0.000, 0.000, 0.000, 0.003, -0.001, 0.002, 0.000, 0.004, 0.000, 0.000, 0.000, 0.000, 0.000, 0.000, 0.000, 0.000, 0.000, 0.000, 0.000, 0.000, 0.000, 0.000, 0.000]
}